{"formula": "C55H65ClF7O6P", "method": "ωB97M-V/def2-TZVPD", "symbols": ["C", "C", "C", "C", "C", "C", "C", "C", "F", "O", "C", "O", "O", "C", "C", "C", "P", "O", "O", "C", "C", "O", "C", "C", "C", "Cl", "C", "C", "H", "H", "H", "H", "H", "H", "H", "H", "H", "H", "H", "H", "H", "H", "H", "H", "H", "H", "H", "H", "H", "H", "H", "H", "H", "H", "H", "H", "H", "H", "H", "H", "H", "H", "H", "F", "C", "C", "C", "C", "C", "C", "H", "H", "H", "H", "H", "F", "C", "C", "C", "C", "C", "C", "H", "H", "H", "H", "H", "F", "C", "C", "C", "C", "C", "C", "H", "H", "H", "H", "H", "F", "C", "C", "C", "C", "C", "C", "H", "H", "H", "H", "H", "F", "C", "C", "C", "C", "C", "C", "H", "H", "H", "H", "H", "F", "C", "C", "C", "C", "C", "C", "H", "H", "H", "H", "H"], "xyz": [[0.51194, -0.38619, 1.42976], [0.42378, -0.57280, -0.08682], [1.36476, -1.68453, -0.60356], [0.63468, -2.62393, -1.56709], [0.20411, -1.82963, -2.80473], [1.38759, -3.92272, -1.87299], [1.03548, -4.95114, -0.75561], [-0.33687, -5.57389, -0.88867], [1.11570, -4.37099, 0.49864], [0.77843, -4.52888, -3.04495], [1.62262, -5.52149, -3.44100], [1.29997, -6.59229, -3.94947], [2.89165, -5.11825, -3.18157], [2.86253, -3.94204, -2.36146], [3.27386, -2.77947, -3.32577], [2.77278, -2.90418, -4.76277], [3.25799, -1.53118, -5.84355], [4.02752, -2.01187, -6.99942], [1.93548, -0.79179, -6.36703], [1.33191, 0.19559, -5.48938], [-0.16204, 0.07285, -5.64272], [4.08315, -0.50911, -4.92946], [4.61013, 0.61067, -5.67289], [4.57444, 1.85925, -4.79527], [4.04298, -4.10058, -1.36818], [4.53944, -2.53555, -0.63965], [3.96488, -5.11290, -0.23751], [3.96921, -6.58944, -0.68593], [-0.16102, -1.08861, 1.91031], [0.16489, 0.60583, 1.68691], [1.53471, -0.53271, 1.74998], [-0.60058, -0.73080, -0.40500], [0.73075, 0.36722, -0.53752], [1.75753, -2.20861, 0.25524], [2.16072, -1.20014, -1.15301], [-0.27412, -2.91172, -1.05107], [0.93055, -1.05450, -3.01441], [-0.00551, -2.44637, -3.66552], [-0.71715, -1.31040, -2.56754], [1.74918, -5.76798, -0.79647], [-0.51549, -6.09633, 0.04502], [-1.11566, -4.83801, -1.03076], [-0.35555, -6.31662, -1.67162], [4.35481, -2.82246, -3.37503], [3.02535, -1.81133, -2.91752], [1.69456, -2.98444, -4.83581], [3.18200, -3.75876, -5.28073], [1.63719, -0.01022, -4.46891], [1.67184, 1.19583, -5.73348], [-0.42602, -0.96509, -5.48902], [-0.67296, 0.65486, -4.88262], [-0.47818, 0.40250, -6.62257], [4.04327, 0.77509, -6.58086], [5.62620, 0.39531, -5.97435], [3.82046, 2.55450, -5.13790], [5.54401, 2.33872, -4.76897], [4.33776, 1.57227, -3.77829], [4.88837, -4.38600, -1.98028], [3.15518, -4.91169, 0.44679], [4.85966, -4.96225, 0.35452], [4.87413, -7.06197, -0.32441], [3.96177, -6.72083, -1.75843], [3.15472, -7.12487, -0.21419], [-2.58196, 0.70731, 1.42559], [-2.95425, 1.80166, 2.12596], [-2.21620, 2.16645, 3.23483], [-2.60417, 3.28689, 3.95512], [-3.71248, 4.01825, 3.55731], [-4.43690, 3.63477, 2.43976], [-4.06182, 2.51408, 1.71324], [-1.35837, 1.57570, 3.52801], [-2.04255, 3.58718, 4.82501], [-4.01540, 4.88806, 4.12493], [-5.30885, 4.20074, 2.14238], [-4.61584, 2.19278, 0.84136], [6.78389, -7.39148, 1.32887], [7.05418, -8.71333, 1.28890], [6.06284, -9.60695, 1.63837], [6.34272, -10.96451, 1.59112], [7.60052, -11.40569, 1.20494], [8.58198, -10.48679, 0.86074], [8.31061, -9.12723, 0.89779], [5.09122, -9.24056, 1.94185], [5.57562, -11.67888, 1.85641], [7.81503, -12.46506, 1.17198], [9.56351, -10.82827, 0.56223], [9.05849, -8.39418, 0.62723], [-6.97501, 4.45105, 4.23918], [-6.91689, 5.57948, 4.97785], [-6.28630, 5.52671, 6.20304], [-6.23533, 6.67631, 6.97686], [-6.81203, 7.85330, 6.51719], [-7.43363, 7.88299, 5.27594], [-7.48600, 6.73872, 4.49164], [-5.84611, 4.59929, 6.53033], [-5.73810, 6.65435, 7.93692], [-6.77204, 8.74800, 7.12409], [-7.88427, 8.79838, 4.91690], [-7.96620, 6.73913, 3.52207], [0.49425, 3.52704, -5.93949], [-0.26797, 4.01642, -6.94153], [0.24570, 4.99743, -7.76377], [-0.55025, 5.48912, -8.78798], [-1.83798, 5.00278, -8.97009], [-2.33223, 4.01637, -8.12822], [-1.54021, 3.51380, -7.10697], [1.24895, 5.36718, -7.60001], [-0.16276, 6.25481, -9.44567], [-2.45444, 5.39206, -9.76867], [-3.33489, 3.63606, -8.26624], [-1.90257, 2.74050, -6.44282], [-5.81245, 2.46710, 6.87379], [-5.18464, 1.50299, 6.16185], [-5.85332, 0.90792, 5.11308], [-5.19712, -0.06359, 4.37229], [-3.89637, -0.42773, 4.69206], [-3.24666, 0.18424, 5.75444], [-3.89083, 1.16281, 6.49683], [-6.86628, 1.20848, 4.88157], [-5.70276, -0.53493, 3.54079], [-3.38927, -1.18639, 4.11155], [-2.23364, -0.09851, 6.00618], [-3.39953, 1.66089, 7.32208], [-1.41887, 5.89244, 4.82809], [-1.87605, 6.93924, 5.54778], [-1.19294, 7.32063, 6.68431], [-1.67340, 8.39254, 7.42191], [-2.82425, 9.05751, 7.02139], [-3.49596, 8.65295, 5.87629], [-3.01958, 7.58799, 5.12687], [-0.30254, 6.78350, 6.98236], [-1.14723, 8.70826, 8.31231], [-3.19678, 9.89047, 7.60210], [-4.39576, 9.16508, 5.56439], [-3.52481, 7.26095, 4.22787]], "forces_ev_per_a": [[-0.6, -0.1, -0.7], [0.6, 0.3, 0.1], [-0.8, 0.3, -0.1], [0.4, 0.4, -0.2], [-0.2, 0.0, 0.5], [-0.6, -0.1, 0.2], [0.0, -0.4, -0.6], [0.2, 0.0, 0.3], [0.1, 0.2, 0.3], [0.0, -0.9, -0.2], [-0.6, -1.8, -1.2], [0.9, 3.0, 1.2], [-0.5, -1.2, 0.2], [0.7, 1.4, -0.3], [-0.3, -0.5, -0.1], [-0.3, 0.8, 0.2], [0.7, -1.0, -1.2], [-0.1, 0.0, 0.0], [0.3, 0.7, 0.7], [-0.4, -0.4, -0.1], [0.2, 0.0, 0.3], [-0.6, 0.0, -0.1], [0.3, 0.7, 0.3], [0.0, -0.4, 0.0], [-0.3, -0.4, 0.4], [0.0, 0.1, 0.0], [0.4, -0.4, 0.0], [0.3, 0.2, 0.4], [0.1, -0.3, 0.3], [0.1, 0.2, 0.2], [0.2, 0.0, 0.3], [-0.3, -0.1, 0.1], [-0.1, 0.2, -0.2], [0.3, -0.2, 0.0], [0.4, -0.1, 0.1], [-0.2, -0.3, 0.1], [0.2, 0.0, -0.3], [0.1, -0.1, -0.2], [-0.2, 0.2, 0.0], [0.1, 0.0, 0.1], [-0.1, -0.1, 0.2], [-0.2, 0.1, -0.1], [-0.1, 0.0, -0.3], [0.3, 0.2, 0.0], [-0.1, 0.1, 0.2], [-0.2, 0.0, 0.1], [0.2, -0.3, 0.0], [0.0, 0.1, 0.2], [0.2, 0.1, -0.3], [-0.2, -0.2, -0.1], [-0.1, 0.2, 0.1], [-0.1, 0.0, -0.3], [-0.2, -0.1, -0.2], [0.2, -0.3, 0.0], [-0.1, 0.3, 0.0], [0.1, 0.2, -0.1], [-0.1, -0.1, 0.2], [0.1, 0.0, -0.3], [-0.2, 0.2, 0.0], [0.2, 0.1, 0.1], [0.2, -0.1, 0.0], [-0.3, 0.0, -0.2], [-0.3, -0.2, -0.2], [0.0, -0.1, 0.0], [0.0, 0.2, 0.1], [0.1, 0.0, 0.0], [-0.1, -0.1, -0.2], [0.0, 0.1, 0.1], [0.0, -0.1, 0.0], [0.0, 0.0, -0.1], [0.0, 0.0, 0.0], [0.1, 0.0, 0.1], [0.0, 0.0, 0.0], [0.0, 0.0, 0.0], [0.0, 0.0, 0.0], [0.0, 0.0, 0.0], [0.0, -0.2, 0.0], [-0.2, 0.0, 0.0], [0.1, 0.0, 0.0], [0.0, 0.0, 0.0], [-0.1, 0.0, 0.0], [0.1, 0.1, 0.0], [0.0, 0.0, 0.0], [0.0, 0.0, 0.0], [0.0, 0.0, 0.0], [0.0, 0.0, 0.0], [0.0, 0.0, 0.0], [0.0, 0.1, -0.1], [0.0, 0.1, 0.1], [0.1, 0.0, 0.1], [-0.1, 0.1, -0.1], [0.0, 0.0, 0.0], [0.1, 0.0, 0.1], [-0.1, 0.0, -0.2], [0.0, 0.0, 0.0], [0.0, 0.0, 0.0], [0.0, 0.0, 0.0], [0.0, 0.0, 0.0], [0.0, 0.0, 0.0], [0.1, 0.0, 0.0], [-0.1, 0.1, -0.1], [0.2, 0.1, 0.0], [-0.1, -0.1, 0.0], [0.0, 0.0, 0.0], [0.1, 0.1, -0.1], [-0.2, -0.2, 0.1], [0.0, 0.0, 0.0], [0.0, 0.0, 0.0], [0.0, 0.0, 0.0], [0.0, 0.0, 0.0], [0.0, 0.0, 0.0], [0.0, -0.1, 0.1], [0.1, -0.1, -0.1], [-0.2, 0.1, -0.1], [0.1, 0.0, 0.1], [0.0, -0.1, 0.0], [-0.1, -0.1, 0.0], [0.1, 0.0, 0.2], [0.0, 0.0, 0.0], [0.0, 0.0, 0.0], [0.0, 0.0, 0.0], [0.0, 0.0, 0.0], [0.0, 0.0, 0.0], [0.1, 0.1, 0.1], [-0.1, 0.1, 0.1], [0.1, -0.1, 0.1], [-0.1, 0.0, -0.1], [0.0, 0.0, 0.0], [0.1, 0.0, 0.0], [-0.1, -0.1, -0.1], [0.0, 0.0, 0.0], [0.0, 0.0, 0.0], [0.0, 0.0, 0.0], [0.0, 0.0, 0.0], [0.0, 0.0, 0.0]], "lowdin_charge": [-0.10, -0.23, -0.18, -0.25, -0.03, -0.22, -0.29, 0.01, 0.00, 0.06, -0.50, 0.15, 0.08, -0.31, -0.15, -0.16, 0.49, -0.26, -0.19, -0.26, -0.06, -0.22, -0.25, -0.06, -0.55, 0.72, -0.26, -0.06, 0.07, 0.05, 0.07, 0.10, 0.11, 0.09, 0.08, 0.13, 0.06, 0.08, 0.09, 0.12, 0.09, 0.09, 0.09, 0.11, 0.08, 0.09, 0.11, 0.09, 0.10, 0.07, 0.08, 0.08, 0.11, 0.12, 0.06, 0.07, 0.08, 0.12, 0.09, 0.09, 0.05, 0.08, 0.08, 0.05, -0.29, -0.02, -0.08, -0.09, -0.08, -0.02, 0.11, 0.10, 0.08, 0.10, 0.12, 0.05, -0.29, -0.02, -0.08, -0.10, -0.08, -0.02, 0.12, 0.10, 0.10, 0.10, 0.12, 0.05, -0.29, -0.01, -0.08, -0.11, -0.09, -0.02, 0.10, 0.11, 0.10, 0.10, 0.12, 0.05, -0.28, -0.02, -0.08, -0.09, -0.08, -0.02, 0.12, 0.11, 0.10, 0.11, 0.11, 0.04, -0.28, -0.01, -0.08, -0.10, -0.09, -0.02, 0.12, 0.11, 0.10, 0.11, 0.12, 0.05, -0.28, -0.02, -0.08, -0.09, -0.09, -0.02, 0.12, 0.10, 0.10, 0.10, 0.11], "charge": 0, "smiles": "CCC[C@@H](C)[C@@]1([C@H](C)F)OC(=O)O[C@]1(CCP(=O)(OCC)OCC)[C@@H](Cl)CC.Fc1ccccc1.Fc1ccccc1.Fc1ccccc1.Fc1ccccc1.Fc1ccccc1.Fc1ccccc1", "homo_ha": -0.3281, "orbital_gap_ev": 9.52, "e_lumo_ev": 0.6}